# 1
Molecular formula: C43H34BrN4O3PtS3
Method: DFT, ωB97M-V with the def2-TZVPD basis set

Gap between HOMO and LUMO (spin up / spin down), hartree: 0.110 / 0.110
Total charge: +3
Maximum force, eV Å⁻¹: 1.2
Electronic energy, a.u.: -5990.6395
HOMO level (spin up / spin down), eV: -14.11 / -14.11
Energy relative to the best compared isomer or geometry (same formula, charge and spin), kcal/mol: 0.0

```
89
Properties=species:S:1:pos:R:3:lowdin_charge:R:1
Pt -0.573 0.661 -1.063 1.24
Br 2.463 2.199 0.248 1.00
S -1.921 -2.064 1.113 0.88
S -3.174 1.160 -7.507 1.10
S 4.895 -3.646 -0.175 1.09
O -2.410 1.399 -0.886 -0.27
O -3.513 2.992 2.680 0.03
O -1.696 -1.692 -0.320 -0.60
N -0.527 1.554 0.937 0.00
N -1.660 1.988 1.209 0.13
N 1.086 -0.431 -1.444 -0.07
N -0.849 0.379 -2.982 -0.05
C -4.370 2.030 2.159 -0.25
C 1.114 -1.553 -5.434 0.03
C -5.245 1.966 -6.261 -0.15
C 4.894 3.880 5.307 0.00
C -2.761 2.030 0.211 -0.37
C 4.451 3.638 2.518 0.02
C -4.742 1.816 -7.519 -0.37
C 0.362 1.804 2.025 -0.09
C 1.153 -0.826 -2.741 -0.14
C 3.117 -2.107 -2.319 0.08
C 1.432 -4.304 1.147 -0.06
C -1.871 0.829 -3.688 0.00
C 1.895 -4.138 2.448 -0.06
C 1.205 -3.330 3.340 -0.06
C 1.971 -0.913 -0.591 -0.11
C -1.032 -0.241 -5.663 0.07
C 0.108 -0.376 -3.577 -0.14
C 3.493 3.116 3.457 -0.17
C 2.151 -1.663 -3.234 -0.10
C -0.415 -2.868 1.638 -0.42
C 2.105 -2.004 -4.632 0.02
C 5.207 -2.353 1.999 -0.17
C -5.902 0.040 1.013 -0.04
C 0.042 -2.683 2.935 -0.09
C -3.986 1.479 0.945 -0.10
C 2.312 2.502 3.154 0.04
C 0.058 -0.717 -4.922 -0.10
C 5.577 4.253 2.974 0.00
C -3.000 -3.493 1.086 -0.21
C -4.748 0.468 0.377 -0.01
C 1.648 2.157 1.912 -0.59
C -2.008 0.538 -5.063 -0.16
C 3.759 3.264 4.868 0.05
C 4.253 -1.628 1.243 -0.13
C -6.285 0.615 2.219 -0.03
C 5.636 -3.471 1.350 -0.37
C 5.802 4.373 4.360 0.07
C 3.979 -2.208 0.033 -0.50
C 0.274 -3.665 0.733 -0.08
C 3.031 -1.748 -0.984 -0.18
C -5.514 1.610 2.806 0.01
C -3.158 1.067 -5.789 -0.50
C -4.336 1.539 -5.268 -0.11
H -6.511 -0.733 0.564 0.12
H -0.519 -2.070 3.632 0.10
H -4.566 1.557 -4.211 0.11
H 3.801 -0.703 1.578 0.09
H 6.301 4.655 2.279 0.14
H -7.189 0.287 2.713 0.12
H -5.213 2.061 -8.457 0.08
H 3.039 2.877 5.579 0.14
H 1.095 -1.823 -6.482 0.14
H -1.114 -0.499 -6.712 0.12
H 2.793 -4.650 2.768 0.12
H -6.229 2.362 -6.057 0.12
H 1.560 -3.216 4.356 0.11
H 1.835 -0.657 0.451 0.10
H -1.916 2.448 2.112 0.16
H 6.358 -4.198 1.684 0.08
H 5.568 -2.059 2.973 0.11
H 1.710 2.224 4.017 0.13
H -3.911 3.435 3.440 0.14
H -0.117 1.792 2.999 0.15
H 3.929 -2.738 -2.661 0.13
H -4.431 0.043 -0.566 0.12
H -0.104 -3.780 -0.276 0.12
H 4.278 3.555 1.457 0.06
H -3.080 -3.893 2.097 0.07
H -3.974 -3.163 0.732 0.06
H 2.884 -2.640 -5.033 0.13
H -2.850 3.140 0.116 0.21
H -5.806 2.050 3.752 0.13
H 6.705 4.866 4.702 0.14
H -2.575 -4.230 0.406 0.07
H 5.093 3.991 6.363 0.14
H -2.593 1.430 -3.156 0.12
H 1.968 -4.946 0.462 0.11
```

***

# 2
Molecular formula: C30H42Cl42IN2O7PS2
Method: DFT, ωB97M-V with the def2-TZVPD basis set

Gap between HOMO and LUMO, hartree: 0.299
Maximum force, eV Å⁻¹: 8.1
Electronic energy, a.u.: -22567.6360
HOMO level, eV: -8.67

```
127
Properties=species:S:1:pos:R:3:lowdin_charge:R:1
I -0.656 -1.052 -2.591 1.16
Cl -1.196 1.552 -8.904 0.48
Cl -1.638 3.158 6.828 0.53
Cl -8.142 2.141 9.033 0.47
Cl 6.480 -1.777 3.902 0.50
Cl -3.382 -0.802 -4.944 0.50
Cl 7.839 -4.345 4.004 0.50
Cl -10.095 4.947 8.104 0.50
Cl -5.514 3.310 9.468 0.52
Cl -3.377 -5.857 0.604 0.53
Cl -0.713 0.529 5.996 0.52
Cl -0.722 4.028 -7.444 0.50
Cl 4.941 -4.243 3.781 0.52
Cl -6.157 2.479 -6.216 0.55
Cl 3.864 5.377 -2.970 0.54
Cl -6.759 3.468 6.844 0.52
Cl 8.449 -4.151 0.894 0.47
Cl 10.934 3.484 2.257 0.52
Cl -3.262 0.806 7.368 0.53
Cl 6.029 5.276 -1.024 0.54
Cl -10.514 0.905 10.394 0.49
Cl -5.237 -2.986 -4.436 0.51
Cl 0.759 3.471 -9.884 0.51
Cl -5.288 -5.060 -1.439 0.52
Cl -12.858 4.804 9.001 0.52
Cl -12.153 -1.438 10.927 0.53
Cl -5.832 2.768 -10.130 0.52
Cl 5.629 7.664 -2.637 0.53
Cl -10.845 6.062 10.683 0.52
Cl -4.469 0.202 -10.001 0.50
Cl 10.479 -5.822 2.141 0.51
Cl -7.362 0.299 -10.294 0.52
Cl -9.598 -1.729 9.568 0.52
Cl 8.574 4.092 0.671 0.46
Cl 8.700 -6.947 0.132 0.52
Cl 10.618 6.122 1.073 0.53
Cl -4.129 4.364 -5.321 0.54
Cl -2.565 -5.755 -2.189 0.53
Cl 6.849 -1.009 0.867 0.48
Cl -4.504 -2.305 -7.167 0.52
Cl 8.781 0.903 -0.169 0.52
Cl 7.360 1.465 2.309 0.51
Cl -3.336 1.902 -6.650 0.47
S -3.063 0.879 -1.220 0.75
S 1.988 -2.696 -4.616 0.85
P -2.460 0.522 1.858 1.00
O -1.999 -0.374 3.247 -0.33
O -3.154 1.312 -2.674 -0.37
O -2.994 -0.805 -0.937 -0.28
O 3.446 -0.638 -5.637 -0.05
O -2.493 2.224 2.193 -0.27
O -4.277 1.570 -0.628 -0.29
O -1.602 1.376 -0.482 -0.25
N 1.914 0.637 -6.850 -0.01
N 1.161 -0.414 -6.357 0.05
C 0.010 2.765 -8.445 -1.54
C -11.161 4.781 9.504 -1.55
C -1.562 -1.010 -0.602 -0.69
C -1.286 0.214 0.382 -0.54
C -0.003 -2.836 0.629 -0.19
C 0.339 -4.420 0.677 -0.19
C 9.570 -5.499 0.656 -1.53
C -4.800 -1.674 -5.541 -1.51
C 4.834 6.311 -1.821 -1.51
C -11.009 -0.689 9.805 -1.53
C 1.669 -4.782 -0.154 -0.19
C -1.396 -2.518 -0.091 -0.20
C 3.907 1.471 -0.101 -0.23
C 2.131 -1.156 -5.630 -0.54
C 1.610 -4.221 -1.683 -0.21
C -3.897 -6.088 -1.073 -1.52
C 8.068 0.202 1.291 -1.51
C -6.567 2.491 8.306 -1.53
C -5.943 1.088 -9.588 -1.56
C 9.779 4.741 1.792 -1.52
C 6.378 -3.456 4.452 -1.52
C 0.169 0.431 1.018 -0.16
C 2.960 -3.399 -1.964 -0.25
C -4.517 2.656 -5.570 -1.51
C 3.261 0.537 -6.436 -0.06
C 1.366 0.560 -0.037 -0.20
C -2.127 1.562 6.240 -1.53
C 4.135 3.078 -0.025 -0.16
C 2.802 -2.186 -2.994 -0.49
C 2.673 1.021 0.819 -0.21
H 8.858 -0.291 1.856 0.02
H -4.472 2.150 -4.607 -0.01
H -5.635 -0.977 -5.591 0.01
H -6.052 1.084 -8.506 -0.06
H 10.277 -5.223 -0.124 0.02
H 9.265 5.082 2.688 0.02
H 0.396 -0.411 1.761 0.11
H 0.164 1.401 1.640 0.12
H 3.019 0.140 1.476 0.11
H 0.785 2.272 -7.861 -0.04
H 3.643 3.503 0.922 0.08
H 1.211 1.360 -0.831 0.12
H 0.528 -4.785 1.757 0.12
H -1.429 -3.181 -1.035 0.06
H -2.628 1.688 5.282 0.00
H -0.553 -5.020 0.286 0.07
H 0.696 -3.561 -1.860 0.04
H 2.548 -4.331 0.424 0.10
H -10.958 3.823 9.978 -0.03
H 4.882 1.010 0.310 0.05
H 2.395 1.858 1.566 0.11
H 2.166 -1.319 -2.595 0.00
H 1.582 -5.116 -2.406 0.12
H 3.762 1.089 -1.164 0.10
H 3.618 3.565 -0.914 0.03
H 0.907 -2.333 0.163 0.10
H -1.739 2.675 1.749 0.05
H 1.848 -5.918 -0.240 0.12
H -4.197 -7.127 -1.198 0.02
H 3.392 -2.942 -0.995 0.11
H 5.241 3.369 -0.005 -0.02
H 4.169 6.713 -1.059 0.02
H 6.294 -3.457 5.536 0.02
H 4.165 1.197 -6.599 0.14
H -2.233 -2.899 0.583 0.12
H 3.835 -1.782 -3.283 0.09
H 3.799 -4.091 -2.353 0.12
H 1.662 -0.452 -0.501 0.07
H -11.505 -0.560 8.845 0.02
H -1.405 -1.113 2.989 0.03
H -0.042 -2.502 1.735 0.10
H -6.102 1.547 8.029 -0.02
```

***

# 3
Molecular formula: C2H5N3S2
Method: DFT, ωB97M-V with the def2-TZVPD basis set

Gap between HOMO and LUMO, hartree: 0.313
Maximum force, eV Å⁻¹: 2.3
Electronic energy, a.u.: -1039.7758
HOMO level, eV: -9.27
SMILES: C1=NN=CSS1.N
Energy relative to the best compared isomer or geometry (same formula, charge and spin), kcal/mol: 67.5

```
12
Properties=species:S:1:pos:R:3:nbo_charge:R:1
S -3.697 0.322 1.141 0.14
S -4.267 0.596 -0.867 0.12
N 1.189 -0.426 1.230 -1.09
N -1.874 -0.909 -0.351 -0.26
N -1.748 0.116 -1.154 -0.21
C -2.547 -0.943 0.709 -0.10
C -2.693 0.836 -1.576 -0.13
H -2.301 -1.669 1.451 0.21
H 1.356 -1.007 0.427 0.36
H -2.441 1.759 -2.120 0.22
H 0.198 -0.231 1.141 0.36
H 1.775 0.424 1.259 0.37
```